Density functional theory data (ωB97M-V with the def2-TZVPD basis set) for a cluster of 15 separate species, C46H130N8O22 in total.

- 2S+1: 1
- E_HOMO: -8.283 eV
- Kohn-Sham gap: 8.47 eV

Last column: Löwdin charge in e.
Geometry (Å):
1 C -4.069 -1.536 -2.180  -0.220
2 C -3.520 -2.110 -0.909  -0.256
3 O -3.936 -3.425 -0.664  -0.045
4 O -5.474 -1.237 -2.083  -0.081
5 H -3.951 -2.213 -2.985  0.104
6 H -3.465 -0.624 -2.381  0.122
7 H -3.734 -1.383 -0.113  0.112
8 H -2.366 -2.114 -0.965  0.129
9 H -4.781 -3.435 -0.238  0.069
10 H -5.636 -0.486 -2.668  0.040
11 C -7.161 2.048 -2.523  -0.171
12 C -6.045 2.142 -1.483  -0.266
13 O -6.267 1.202 -0.460  -0.073
14 O -7.023 0.683 -3.080  -0.096
15 H -7.008 2.806 -3.320  0.123
16 H -8.120 2.296 -2.153  0.102
17 H -6.102 3.196 -1.059  0.136
18 H -5.074 2.024 -1.961  0.108
19 H -5.991 0.342 -0.835  0.057
20 H -7.748 0.118 -2.780  0.101
21 C 4.562 -2.187 -3.315  -0.167
22 C 4.056 -3.618 -3.221  -0.237
23 O 2.642 -3.590 -3.252  -0.100
24 O 4.689 -1.495 -2.018  -0.116
25 H 3.869 -1.592 -3.895  0.114
26 H 5.599 -2.196 -3.678  0.122
27 H 4.389 -4.085 -2.306  0.096
28 H 4.419 -4.228 -4.063  0.122
29 H 2.312 -4.497 -3.126  0.048
30 H 3.848 -1.068 -1.842  0.033
31 C -3.690 -4.239 2.292  -0.210
32 C -2.392 -3.470 2.149  -0.187
33 O -1.663 -3.460 3.374  -0.083
34 O -4.787 -3.310 2.273  -0.076
35 H -3.707 -4.916 3.190  0.140
36 H -3.835 -4.899 1.478  0.088
37 H -2.771 -2.416 1.985  0.125
38 H -1.773 -3.749 1.294  0.108
39 H -1.061 -4.199 3.391  0.030
40 H -5.610 -3.789 2.270  0.091
41 C -3.994 0.434 2.798  -0.200
42 C -3.822 1.685 3.770  -0.243
43 O -3.535 1.296 5.069  -0.081
44 O -4.451 -0.651 3.609  -0.074
45 H -3.011 0.123 2.327  0.103
46 H -4.714 0.790 2.034  0.110
47 H -4.728 2.293 3.753  0.110
48 H -3.078 2.422 3.456  0.098
49 H -4.218 0.607 5.265  0.115
50 H -4.513 -1.462 3.104  0.038
51 C -0.127 3.989 2.695  -0.221
52 C 0.127 5.137 1.782  -0.290
53 O -0.085 6.406 2.327  -0.056
54 O 0.762 4.105 3.867  -0.076
55 H 0.122 3.112 2.117  0.098
56 H -1.206 3.967 3.011  0.116
57 H -0.487 4.919 0.871  0.115
58 H 1.164 5.121 1.423  0.125
59 H 0.416 6.564 3.121  0.092
60 H 0.534 3.363 4.425  0.021
61 C -0.542 -0.193 4.086  -0.209
62 C 0.000 0.670 5.238  -0.190
63 O -0.512 1.990 5.008  -0.101
64 O 0.029 -1.512 4.123  -0.084
65 H -0.283 0.418 3.178  0.125
66 H -1.608 -0.245 4.157  0.091
67 H 1.118 0.718 5.169  0.135
68 H -0.240 0.266 6.188  0.109
69 H -1.471 1.955 5.200  0.082
70 H -0.593 -2.161 3.813  0.013
71 C 0.097 -4.532 -1.385  -0.050
72 C -0.102 -5.871 -2.104  -0.396
73 C -1.096 -5.680 -3.223  -0.221
74 O -0.674 -4.659 -4.079  -0.196
75 C -1.451 -4.643 -5.274  -0.088
76 N 1.232 -6.256 -2.557  0.059
77 H -0.013 -3.689 -2.071  0.076
78 H 1.034 -4.494 -0.831  0.051
79 H -0.657 -4.478 -0.624  0.059
80 H -0.508 -6.570 -1.369  0.120
81 H -2.016 -5.375 -2.689  0.137
82 H -1.304 -6.606 -3.767  0.128
83 H -2.540 -4.687 -5.110  0.093
84 H -1.201 -5.518 -5.900  0.095
85 H -1.248 -3.680 -5.781  0.073
86 H 1.129 -6.841 -3.375  0.085
87 H 1.784 -6.641 -1.809  0.076
88 C 0.068 -7.298 1.455  -0.067
89 C 0.856 -6.460 2.445  -0.396
90 C 1.540 -5.245 1.728  -0.189
91 O 2.461 -5.718 0.741  -0.209
92 C 3.538 -4.747 0.491  -0.046
93 N 0.043 -5.904 3.552  0.019
94 H -0.921 -6.933 1.139  0.075
95 H -0.182 -8.263 1.900  0.076
96 H 0.656 -7.382 0.532  0.070
97 H 1.677 -7.151 2.850  0.158
98 H 2.193 -4.668 2.405  0.117
99 H 0.778 -4.618 1.292  0.089
100 H 4.175 -5.213 -0.279  0.096
101 H 4.165 -4.513 1.288  0.055
102 H 3.107 -3.842 0.126  0.056
103 H -0.497 -6.574 4.201  0.130
104 H 0.728 -5.579 4.227  0.081
105 C 7.803 -0.521 0.384  -0.033
106 C 6.388 -0.548 1.026  -0.419
107 C 5.528 0.566 0.573  -0.213
108 O 4.302 0.548 1.327  -0.203
109 C 3.461 1.603 0.956  -0.111
110 N 5.823 -1.874 0.690  0.063
111 H 8.231 0.466 0.416  0.071
112 H 7.749 -0.881 -0.593  0.052
113 H 8.432 -1.204 0.944  0.072
114 H 6.439 -0.429 2.113  0.120
115 H 5.382 0.502 -0.488  0.114
116 H 6.030 1.515 0.765  0.126
117 H 2.739 1.628 1.703  0.059
118 H 3.129 1.331 -0.049  0.085
119 H 3.993 2.584 0.972  0.103
120 H 4.891 -1.932 1.061  0.047
121 H 5.723 -1.900 -0.332  0.045
122 C -3.772 5.246 1.346  -0.085
123 C -3.773 6.530 0.575  -0.393
124 C -4.261 7.639 1.496  -0.228
125 O -4.039 8.926 0.985  -0.189
126 C -5.104 9.333 0.105  -0.100
127 N -2.309 6.715 0.220  0.055
128 H -3.155 5.422 2.230  0.078
129 H -3.248 4.418 0.860  0.068
130 H -4.740 4.826 1.568  0.076
131 H -4.321 6.474 -0.369  0.131
132 H -3.702 7.562 2.409  0.120
133 H -5.346 7.629 1.756  0.132
134 H -4.925 10.387 -0.054  0.079
135 H -6.170 9.177 0.418  0.098
136 H -4.978 8.822 -0.862  0.082
137 H -2.139 7.646 -0.167  0.077
138 H -1.659 6.576 0.995  0.030
139 C -0.511 7.973 -3.778  -0.049
140 C 0.490 6.996 -3.092  -0.396
141 C -0.205 5.761 -2.655  -0.309
142 O -0.911 5.103 -3.610  -0.168
143 C -1.651 4.090 -3.041  -0.137
144 N 1.626 6.701 -4.050  0.035
145 H -1.437 8.022 -3.176  0.079
146 H -0.661 7.727 -4.841  0.080
147 H -0.030 8.945 -3.760  0.065
148 H 0.936 7.371 -2.131  0.150
149 H -0.817 6.065 -1.793  0.096
150 H 0.618 5.077 -2.259  0.142
151 H -2.270 3.632 -3.839  0.103
152 H -2.259 4.489 -2.215  0.089
153 H -1.089 3.273 -2.597  0.054
154 H 2.366 6.087 -3.665  0.075
155 H 1.359 6.312 -4.920  0.036
156 C 7.288 -2.064 5.674  -0.079
157 C 6.239 -2.786 4.889  -0.466
158 C 5.020 -1.915 4.590  -0.226
159 O 4.013 -2.689 4.001  -0.197
160 C 2.857 -1.931 3.681  -0.107
161 N 6.798 -3.301 3.660  0.050
162 H 6.965 -1.608 6.601  0.071
163 H 7.848 -1.414 4.993  0.075
164 H 8.087 -2.843 5.962  0.105
165 H 5.994 -3.737 5.438  0.149
166 H 5.346 -1.066 3.974  0.115
167 H 4.592 -1.477 5.546  0.139
168 H 3.110 -0.926 3.232  0.096
169 H 2.404 -1.574 4.634  0.079
170 H 2.136 -2.492 3.094  0.057
171 H 6.162 -3.837 3.079  0.064
172 H 7.299 -2.648 3.133  0.030
173 C 1.182 -1.571 0.385  -0.031
174 C 0.513 -1.034 -0.880  -0.370
175 C -0.042 0.407 -0.658  -0.187
176 O -1.338 0.186 -0.260  -0.209
177 C -2.216 1.281 -0.145  -0.084
178 N 1.582 -0.946 -1.914  0.069
179 H 2.086 -1.022 0.524  0.057
180 H 1.385 -2.651 0.311  0.042
181 H 0.503 -1.432 1.291  0.104
182 H -0.316 -1.646 -1.139  0.086
183 H -0.022 0.908 -1.621  0.100
184 H 0.520 0.953 0.167  0.140
185 H -3.280 0.979 -0.270  0.080
186 H -2.001 2.142 -0.824  0.087
187 H -2.109 1.619 0.870  0.064
188 H 2.005 -1.891 -2.068  0.067
189 H 1.161 -0.631 -2.794  0.038
190 C 1.927 1.877 -3.687  -0.044
191 C 1.112 1.850 -5.000  -0.412
192 C -0.145 0.931 -4.922  -0.194
193 O 0.380 -0.318 -4.582  -0.217
194 C -0.535 -1.372 -4.719  -0.087
195 N 0.917 3.183 -5.553  0.064
196 H 2.239 0.899 -3.297  0.048
197 H 1.367 2.376 -2.867  0.070
198 H 2.821 2.438 -3.920  0.073
199 H 1.807 1.419 -5.669  0.118
200 H -0.607 0.935 -5.919  0.119
201 H -0.997 1.255 -4.270  0.125
202 H -0.788 -1.549 -5.732  0.073
203 H -1.374 -1.175 -4.054  0.097
204 H -0.009 -2.280 -4.493  0.073
205 H 0.303 3.649 -4.922  0.027
206 H 0.326 3.043 -6.376  0.078